No. 1
The following is a DFT calculation (wB97M-V/def2-TZVPD) of C4H8O2 in the gas phase.

Computed properties:
Electronic energy (eV): -8371.1086
HOMO level (eV): -9.9924
LUMO level (eV): 0.94
Frontier orbital gap (eV): 10.9

XYZ file:
```
14
Properties=species:S:1:pos:R:3:forces:R:3:nbo_charge:R:1
C 0.32063 0.33740 -1.61283 -0.030 0.017 -0.033 -0.626
C 0.12609 0.00129 -0.16679 -0.187 -0.035 -0.156 0.181
C 0.49116 -1.28993 0.40327 0.250 -0.233 -0.036 -0.125
H -0.58084 0.06937 -2.17234 0.090 0.073 0.004 0.221
H 1.08235 -2.04618 -0.09110 -0.289 -0.066 -0.459 0.194
H 0.51850 1.40405 -1.75754 -0.053 -0.116 0.058 0.221
O 1.30366 -0.10510 0.63634 0.111 -0.320 0.116 -0.513
H -1.09562 1.73646 0.46133 0.133 -0.115 -0.214 0.167
H -0.18172 -1.63715 1.19163 0.664 0.115 0.178 0.205
H -1.93201 0.16707 0.47480 0.115 0.109 0.080 0.177
C -0.97537 0.66613 0.68109 -0.088 0.064 -0.340 -0.084
O -0.61272 0.48307 2.02426 0.043 0.347 0.162 -0.728
H 0.37321 0.44793 1.94202 -0.619 0.054 0.597 0.482
H 1.16267 -0.23442 -2.01413 -0.140 0.107 0.043 0.227
```
Positions in Å, forces in eV/Å.


No. 2
The following is a DFT calculation (wB97M-V/def2-TZVPD) of 2 unconnected molecules or ions with the total composition C4H8O2.

Computed properties:
Electronic energy (eV): -8370.7462
HOMO level (eV): -9.7256
LUMO level (eV): 0.55
Frontier orbital gap (eV): 10.3

XYZ file:
```
14
Properties=species:S:1:pos:R:3:forces:R:3:nbo_charge:R:1
C -0.43715 -0.45483 1.76090 -0.335 -0.033 0.149 -0.243
H -1.35601 1.41220 0.17057 -0.181 -0.074 0.130 0.112
H 0.05522 -1.27885 2.26808 -0.255 0.071 0.077 0.205
C 2.03671 0.34006 -0.94508 0.425 0.180 -0.300 -0.244
H 0.01719 0.52307 1.89276 -0.178 -0.171 0.003 0.205
O -3.05553 0.50230 -0.44383 0.403 -0.029 0.164 -0.527
C -1.49241 -0.62207 0.96109 0.007 -0.020 0.281 -0.379
O 0.93898 -0.06045 -0.17261 -0.059 -0.084 -0.157 -0.735
H 2.84872 -0.39699 -0.91039 -0.075 0.095 -0.109 0.164
H 2.38746 1.27067 -0.49087 0.105 -0.102 -0.194 0.181
H -1.96022 -1.59086 0.80951 -0.030 0.106 0.049 0.220
H 1.75509 0.53880 -1.98382 0.127 -0.001 0.048 0.170
C -2.01783 0.51796 0.18230 -0.308 0.002 -0.049 0.391
H 0.34724 -0.67367 -0.62556 0.354 0.060 -0.095 0.480
```
Positions in Å, forces in eV/Å.


Q: What is the formula in the first record?
A: C4H8O2